Entry from OMol25: a 3-piece molecular cluster, C20H34BrN3O6S overall at a distorted geometry (ωB97M-V/def2-TZVPD).

Structure (XYZ):
```
65
Properties=species:S:1:pos:R:3:forces:R:3
C -3.937623 -2.565375 3.184010 -0.2 0.7 0.5
C -3.749768 -1.172249 2.357767 -0.5 -1.5 -0.4
C -3.302071 -1.581995 0.839845 -0.3 1.3 -0.2
C -2.001129 -0.760736 0.344695 -0.8 0.0 0.2
N -0.744207 -1.605710 0.342369 1.0 2.4 -0.6
C 0.327517 -0.676876 -0.134300 3.2 2.1 0.2
C 0.570445 -0.483618 -1.677557 1.9 2.1 -0.9
C -0.307745 -1.326360 -2.750136 0.8 -1.2 1.4
C 0.669087 -2.551617 -3.206569 2.2 2.7 -4.2
O 1.432025 -2.347333 -4.178458 -3.0 -1.4 4.2
Br 0.726496 -4.300377 -2.267037 -0.3 1.1 -0.2
C 1.622635 0.483038 -2.309763 -0.9 -1.4 3.2
O 1.778204 0.645506 -3.723265 -0.1 -0.5 2.6
C 2.516659 1.279037 -1.261211 1.1 0.8 0.7
N 3.585810 2.201860 -1.565952 -2.4 -1.9 2.4
S 4.265859 2.801054 -0.090053 -4.0 -3.8 -0.8
N 3.290807 1.907653 1.025720 -1.8 -1.3 -3.0
C 2.334379 1.102188 0.313406 1.0 0.9 -1.0
C 1.231186 0.122571 0.874051 -1.4 -0.9 -2.2
O 1.047810 -0.076736 2.296861 1.2 -1.1 -3.2
C 1.441535 -1.477120 2.559887 0.7 -1.5 0.5
C 2.544027 -1.579903 3.757187 0.7 0.7 -1.7
O 2.440587 -0.501719 4.713671 -0.4 -2.3 0.4
C 1.883462 -0.930775 5.980545 -1.4 0.9 1.1
C 0.512627 -0.084584 6.237669 1.0 -0.3 -0.7
H -3.792076 -2.402815 4.316979 -0.2 -0.3 -1.8
H -5.018382 -2.952506 3.053325 1.8 0.5 0.0
H -3.179619 -3.347076 2.824325 -1.2 1.1 0.6
H -4.788640 -0.669541 2.305559 1.8 -0.6 0.2
H -3.005029 -0.459664 2.854467 -1.0 -1.1 -0.7
H -4.171661 -1.272590 0.150618 1.4 -0.7 0.9
H -3.154037 -2.710882 0.724105 -0.1 1.6 0.2
H -1.842320 0.105399 1.097474 -0.1 -1.4 -1.5
H -2.135891 -0.327649 -0.724007 -0.1 -0.5 1.7
H -0.834292 -2.411909 -0.293207 0.1 0.6 0.3
H -1.220419 -1.825778 -2.269669 1.2 1.1 -0.6
H -0.591798 -0.715699 -3.670242 0.7 -0.9 1.3
H 2.614196 0.231368 -4.035974 -0.7 0.3 0.5
H 0.525605 -2.145610 2.738807 1.1 1.3 -0.1
H 1.977034 -1.918319 1.630078 -1.0 0.8 1.5
H 3.568386 -1.457243 3.223853 -1.6 -0.1 1.0
H 2.552535 -2.630651 4.209602 -0.3 1.5 -0.4
H 1.581281 -2.032761 6.027833 0.8 1.3 -0.3
H 2.635876 -0.694691 6.824936 -1.1 -0.5 -1.4
H -0.040994 -0.483197 7.165031 0.8 0.8 -1.4
H -0.122897 -0.183301 5.282389 0.8 0.1 1.6
H 0.818363 1.013921 6.317017 -0.7 -1.5 0.2
C -5.588710 -0.226134 -3.920293 0.0 0.2 0.0
C -5.153576 -1.050047 -2.724843 -0.1 -0.2 -0.4
O -5.941255 -2.230004 -2.629905 0.0 -0.1 0.2
H -6.643952 0.045759 -3.834883 0.1 0.0 0.1
H -4.994516 0.687385 -4.002257 0.0 0.0 -0.1
H -5.481098 -0.799918 -4.845564 0.1 0.1 0.0
H -5.283126 -0.481137 -1.801500 -0.1 -0.2 0.0
H -4.099751 -1.336762 -2.808877 0.1 0.2 0.1
H -5.814411 -2.732049 -3.446289 -0.1 0.1 0.2
C 6.064814 5.622990 -3.537405 0.2 0.1 0.0
C 4.633580 6.056736 -3.289506 0.1 -0.4 -0.1
O 3.745769 5.302323 -4.104174 -0.1 0.0 -0.1
H 6.330034 5.758873 -4.589158 0.0 0.1 0.1
H 6.759893 6.198790 -2.921023 0.0 -0.1 0.0
H 6.191661 4.559969 -3.311292 0.0 0.1 0.1
H 4.505985 7.112837 -3.537065 -0.1 -0.1 -0.1
H 4.356585 5.912264 -2.239990 0.1 0.2 0.1
H 3.858235 4.369497 -3.872659 -0.1 0.2 0.0
```
Forces are in eV/Å.

Output
**Lowest unoccupied orbital energy**: -1.461 eV
**Frontier orbital gap**: 6.87 eV
**Total charge**: 0
**SMILES string**: CCCCNc1c(CC(=O)Br)c(O)c2nsnc2c1OCCOCC.CCO.CCO
**HOMO energy**: -8.33 eV
**F_max**: 5.6 eV/A